Formula: C28H51IN6O5P
Source: OMol25
Level of theory: the ωB97M-V functional and the def2-TZVPD basis

```
92
C28H51IN6O5P the ωB97M-V functional and the def2-TZVPD basis
O 1.447 5.409 -4.344
H -2.382 -8.968 3.719
O 3.883 -0.907 2.010
C 0.528 6.982 -6.812
H -2.098 -8.421 5.378
H -1.595 -3.547 3.307
C -0.240 4.399 -5.583
C -1.223 -5.174 5.459
C -3.444 -6.113 4.605
C 0.276 -7.157 5.025
H 0.731 7.523 -7.743
C -0.548 3.505 -4.351
H 2.868 7.249 -5.441
H 0.936 -7.799 2.334
H 1.677 1.055 1.602
H -2.253 5.228 -5.724
N -1.398 -6.466 3.269
H -4.051 -5.378 5.144
C 1.581 5.864 -6.610
C -0.925 6.516 -6.820
H 0.116 2.633 -4.334
H -0.306 -1.358 0.789
C 2.709 -1.168 2.827
H 0.190 2.662 -6.865
H 1.003 4.723 -8.431
H -1.530 2.974 -6.634
C -2.072 -5.517 4.210
H -4.014 -6.404 3.715
C 0.152 -8.396 2.808
N -1.560 3.688 0.613
H -1.585 7.389 -6.768
H -1.169 -6.982 6.639
C 5.620 0.675 1.196
H -1.056 -9.612 4.687
C 2.937 6.568 -6.294
H -3.030 -4.329 2.616
C 4.469 0.389 2.328
O -0.486 -5.738 2.530
H 6.034 1.752 1.335
H 1.836 -2.518 1.213
N 1.190 4.852 -5.582
H 6.454 -0.118 1.271
H -3.690 4.413 1.917
H -0.439 4.030 -3.399
C 1.882 5.124 -7.934
H -1.180 6.169 -4.712
C -2.239 2.981 1.702
C -0.473 -6.347 6.082
P -4.265 2.778 3.631
H -1.855 -4.710 6.225
H 0.651 -9.267 3.246
I -6.126 1.322 2.717
C -1.222 5.590 -5.643
H -1.576 3.132 -4.381
H 3.267 7.176 -7.144
H -3.097 -3.569 4.207
H 3.726 5.837 -6.088
H -1.155 6.026 -7.771
H 2.346 5.796 -8.663
H -1.872 4.594 0.230
H 5.130 0.667 0.141
C 1.489 3.992 -1.304
H 4.918 0.461 3.383
H -0.495 -0.665 2.490
H 0.744 -8.024 5.505
C -0.559 3.458 -6.770
H 0.986 -2.591 2.851
C 0.480 3.349 -0.736
H -0.515 -8.764 2.020
H 3.714 1.274 2.222
N -3.355 3.489 2.278
O 2.703 -0.902 4.083
H 2.586 4.300 -7.769
N -0.477 2.904 0.318
H 0.627 7.721 -6.006
N -1.570 1.726 2.074
C 0.279 -0.831 1.653
C 0.782 0.583 1.057
H 2.463 4.384 -1.803
H 1.064 0.436 -0.061
H -3.219 0.877 4.012
C 1.458 -1.850 2.082
H 1.102 -6.552 4.630
C -0.654 -7.615 3.882
O -3.293 1.706 4.560
H -0.638 3.962 -7.733
H 0.241 -5.969 6.821
C -1.605 -8.698 4.446
C -2.467 -4.167 3.541
C -0.418 1.689 1.161
H -3.384 -6.974 5.264
H -0.474 -4.417 5.189
```

E ... -2440.66205 hartree
Spin multiplicity ... 3
Charge ... +1
HOMO-LUMO gap (alpha / beta) ... 0.244 / 0.266 hartree
HOMO energy (alpha / beta) ... -10.57 / -11.20 eV

These are the Mulliken partial charges, in e, on atoms 1 to 8: atom 1 (O): -0.5300, atom 2 (H): 0.3690, atom 3 (O): -0.2725, atom 4 (C): -1.1934, atom 5 (H): 0.3164, atom 6 (H): -0.0764, atom 7 (C): 1.8655, atom 8 (C): -1.1315

---

Formula: C7H15NO2
Source: OMol25
Level of theory: the ωB97M-V functional and the def2-TZVPD basis

```
25
C7H15NO2 the ωB97M-V functional and the def2-TZVPD basis
H 2.036 -5.899 0.053
H 0.404 -3.987 2.900
N 3.034 -3.703 0.995
H 2.896 -3.885 3.785
C 2.292 -4.633 1.839
H 4.033 -5.058 3.057
H 4.886 -2.306 0.064
C 0.764 -4.392 1.946
H 1.451 -3.515 -1.114
C 1.987 -5.985 1.147
O 0.906 -2.774 -1.470
H 0.397 -3.758 1.130
H -0.260 -6.146 0.951
H 2.496 -5.622 3.759
H 3.787 -4.108 0.450
H 2.596 -6.841 1.467
O 2.374 -1.779 2.038
C 2.971 -4.807 3.194
C 3.084 -2.334 1.204
H 0.379 -6.474 2.583
C 0.534 -5.893 1.664
H 1.272 -2.594 -2.341
C 4.160 -1.583 0.459
H 4.686 -0.927 1.164
H 3.767 -0.983 -0.371
```

E ... -480.95253 hartree
Energy relative to the best compared isomer or geometry (same formula, charge and spin) ... 20.7 kcal/mol
SMILES ... CC(=O)NC1(C)CCC1.O
Charge ... 0
HOMO-LUMO gap ... 0.369 hartree
HOMO energy ... -9.44 eV

These are the Mulliken partial charges, in e, on atoms 1 to 8: atom 1 (H): 0.3030, atom 2 (H): 0.2973, atom 3 (N): -0.1842, atom 4 (H): 0.3753, atom 5 (C): 1.0370, atom 6 (H): 0.3757, atom 7 (H): 0.3053, atom 8 (C): -0.7073

---

Formula: C5H7N3
Source: OMol25
Level of theory: the ωB97M-V functional and the def2-TZVPD basis

```
15
C5H7N3 the ωB97M-V functional and the def2-TZVPD basis
H -2.781 0.448 1.161
C -1.626 0.842 1.002
H 2.804 -0.184 -1.086
C 2.103 -1.121 -1.413
N -0.478 -3.249 -0.566
N 0.394 0.262 -0.274
H -2.056 2.894 1.018
C -0.056 -2.195 -0.499
H 1.993 -1.639 -2.386
H -1.258 2.540 2.374
C -1.219 2.167 1.301
H -0.142 2.250 0.828
C 0.777 -0.900 -0.596
H 2.634 -2.114 -0.956
N -1.088 -0.002 0.093
```

E ... -358.82812 hartree
Energy relative to the best compared isomer or geometry (same formula, charge and spin) ... 119.4 kcal/mol
SMILES ... C/C=N\N=C(\C)C#N
Charge ... 0
HOMO-LUMO gap ... 0.371 hartree
HOMO energy ... -9.96 eV

These are the Mulliken partial charges, in e, on atoms 1 to 8: atom 1 (H): 0.2659, atom 2 (C): 0.0626, atom 3 (H): 0.2675, atom 4 (C): -0.9177, atom 5 (N): -0.3833, atom 6 (N): -0.4149, atom 7 (H): 0.2166, atom 8 (C): 0.2287

---

Formula: CH8NS2
Source: OMol25
Level of theory: the ωB97M-V functional and the def2-TZVPD basis

```
12
CH8NS2 the ωB97M-V functional and the def2-TZVPD basis
H 1.453 -0.178 -1.310
H 0.128 -0.581 -2.323
S -0.021 0.579 0.639
N 1.012 -0.042 -2.286
H 0.740 0.962 -2.325
H 1.678 -0.310 -3.017
C -0.660 0.609 2.322
S -1.275 -0.932 -0.148
H -0.309 1.518 2.851
H -0.416 -0.315 2.926
H -0.624 -1.963 0.438
H -1.706 0.651 2.232
```

E ... -893.27975 hartree
Spin multiplicity ... 2
Energy relative to the best compared isomer or geometry (same formula, charge and spin) ... 10.7 kcal/mol
Charge ... +2
HOMO-LUMO gap (alpha / beta) ... 0.387 / 0.247 hartree
HOMO energy (alpha / beta) ... -20.12 / -20.00 eV

These are the Mulliken partial charges, in e, on atoms 1 to 8: atom 1 (H): 0.3651, atom 2 (H): 0.3639, atom 3 (S): 0.3167, atom 4 (N): -0.4951, atom 5 (H): 0.4109, atom 6 (H): 0.3834, atom 7 (C): -0.7581, atom 8 (S): -0.0920

---

Formula: C3HFO2Zn
Source: OMol25
Level of theory: the ωB97M-V functional and the def2-TZVPD basis

```
8
C3HFO2Zn the ωB97M-V functional and the def2-TZVPD basis
C 3.451 -1.139 -0.297
O -2.160 -0.262 -0.767
C -2.497 0.174 0.334
O 2.769 -0.239 -0.436
H -2.094 -0.496 1.373
Zn 1.493 1.230 -0.750
F 0.127 0.196 0.006
C -1.088 0.536 0.538
```

E ... -2143.42517 hartree
Energy relative to the best compared isomer or geometry (same formula, charge and spin) ... 91.8 kcal/mol
Charge ... +2
HOMO-LUMO gap (alpha / beta) ... 0.189 / 0.175 hartree
HOMO energy (alpha / beta) ... -18.77 / -18.39 eV

Charges obtained by Mulliken population analysis, quoted in units of e: atom 1 (C): 0.1936, atom 2 (O): -0.1224, atom 3 (C): 0.1949, atom 4 (O): 0.2007, atom 5 (H): 0.3705, atom 6 (Zn): 1.1884, atom 7 (F): 0.0540, atom 8 (C): -0.0799

---

Formula: C32H42LaN4O
Source: OMol25
Level of theory: the ωB97M-V functional and the def2-TZVPD basis

```
80
C32H42LaN4O the ωB97M-V functional and the def2-TZVPD basis
H 4.006 0.295 -3.845
C 5.126 -1.084 1.197
C 3.470 0.793 1.029
C 2.113 0.542 -1.177
H 6.482 -2.939 2.524
C -3.352 4.524 -1.817
H 5.232 -0.884 2.252
C -4.774 3.744 1.929
H 2.164 -2.646 0.276
C -3.052 0.331 -1.935
H 2.621 0.358 1.592
H 1.359 1.041 -4.308
C -0.553 -2.435 -0.242
C -1.929 3.769 2.008
H -4.840 0.681 1.584
C -4.752 1.500 0.857
C -2.012 -1.702 1.384
C 4.295 -0.269 0.393
C 6.777 -2.966 1.473
N -4.042 2.307 -2.523
C 5.524 -2.552 -0.683
C 4.677 -1.780 -1.500
C -3.019 -2.100 -0.951
H -4.540 4.674 1.391
C 1.578 -2.733 1.201
C -1.699 2.717 -2.019
C 1.976 0.906 -3.411
O -1.977 1.558 1.046
H -4.320 1.140 -0.086
H 1.058 -2.879 -1.607
C -0.040 -2.909 -1.555
H 3.051 1.508 0.296
H -2.805 -2.763 -1.797
C -3.272 -1.443 2.123
C -1.919 -2.081 0.014
C 3.208 0.369 -3.159
H 1.683 -3.782 1.536
H -0.872 -0.666 3.754
H -1.222 3.447 2.782
C 5.793 -2.178 0.636
H -5.396 3.853 -2.182
H -1.882 0.063 -2.255
H -3.167 -1.003 -1.446
H -5.830 3.508 1.764
H -3.228 -0.479 2.659
H -4.622 3.895 3.008
C 4.160 -2.324 -2.794
H 4.381 -1.683 -3.663
N -3.983 2.615 1.414
C -2.659 2.595 1.475
C -0.455 -1.626 3.419
H -4.154 -1.426 1.460
H -0.640 2.366 -2.106
H -3.984 -2.306 -0.474
H 4.052 1.374 1.765
N 3.325 0.135 -1.745
H 4.626 -3.302 -2.984
H 7.780 -2.538 1.400
C 4.236 -0.583 -0.974
C 0.162 -2.330 0.987
C -0.740 -1.856 1.980
C -2.884 1.762 -2.002
C -1.992 4.102 -1.813
H 0.623 -1.604 3.621
N 1.630 1.424 -2.061
H -1.371 4.277 1.208
La -0.386 0.297 -0.116
H -0.893 -2.400 4.071
H 2.075 -2.108 1.958
H 3.067 -2.501 -2.762
H -1.191 4.868 -1.617
H -2.610 4.506 2.459
H -3.679 5.565 -1.615
H 6.838 -4.006 1.153
H -0.343 -3.956 -1.746
H 5.922 -3.475 -1.080
H -5.762 1.885 0.659
H -3.455 -2.232 2.885
H -0.427 -2.307 -2.394
C -4.346 3.545 -2.183
```

E ... -1570.19145 hartree
Energy relative to the best compared isomer or geometry (same formula, charge and spin) ... 20.6 kcal/mol
Charge ... -1
HOMO-LUMO gap ... 0.151 hartree
HOMO energy ... -2.02 eV

These are the Mulliken partial charges, in e, on atoms 1 to 8: atom 1 (H): 0.6671, atom 2 (C): -0.8957, atom 3 (C): -1.3867, atom 4 (C): -0.8903, atom 5 (H): 0.3691, atom 6 (C): -0.4622, atom 7 (H): 0.3670, atom 8 (C): -1.1889

---

Formula: C38H30N7O3PdS
Source: OMol25
Level of theory: the ωB97M-V functional and the def2-TZVPD basis

```
80
C38H30N7O3PdS the ωB97M-V functional and the def2-TZVPD basis
C -8.132 -16.180 6.116
H -4.997 -15.395 10.429
C -7.202 -17.596 11.611
C -4.823 -12.000 9.961
C -6.138 -12.308 10.406
N -6.725 -16.467 11.064
C -12.952 -19.226 8.052
O -2.643 -10.670 7.250
C -14.580 -17.433 8.163
H -14.636 -19.016 6.697
C -13.999 -18.133 14.317
C -8.152 -10.236 12.616
S -11.959 -16.688 11.124
H -6.872 -19.644 12.137
C -5.413 -16.355 10.754
C -8.138 -15.012 13.837
C -7.414 -15.045 6.438
N -7.988 -15.453 8.699
C -6.516 -13.612 8.429
N -9.117 -14.818 14.731
H -8.241 -17.545 11.938
C -5.266 -13.127 7.911
C -7.538 -10.289 13.876
C -12.290 -18.658 9.168
C -7.362 -14.648 7.799
C -8.667 -16.562 8.379
C -3.240 -17.367 10.382
H -4.995 -13.423 6.904
H -6.713 -16.441 14.444
C -13.986 -16.923 9.312
C -6.693 -11.715 11.643
H -8.251 -16.446 5.055
C -6.427 -11.133 13.979
C -14.101 -18.581 7.563
H -5.926 -11.297 14.914
H -5.077 -12.425 12.880
C -6.780 -15.365 14.286
H -4.240 -11.361 10.606
H -14.432 -16.768 12.612
H -13.244 -19.348 15.938
O -3.492 -12.004 5.533
H -14.981 -18.137 14.793
C -13.731 -17.458 13.114
H -12.593 -20.172 7.662
C -3.077 -11.388 6.422
N -8.490 -14.505 12.666
C -6.000 -11.839 12.859
H -10.551 -18.511 12.658
C -6.430 -18.727 11.767
H -6.552 -14.848 15.229
C -12.474 -17.636 12.538
H -9.151 -15.203 15.676
C -10.157 -14.142 14.081
O -10.480 -16.967 10.957
C -13.038 -18.907 14.957
C -4.431 -12.512 8.782
H -10.245 -13.489 11.942
H -7.904 -9.732 14.756
H -9.011 -9.581 12.452
H -4.487 -19.570 11.435
C -12.801 -17.490 9.747
C -8.736 -16.983 7.068
H -9.245 -17.015 9.203
Pd -8.006 -14.911 10.630
H -11.038 -19.717 14.868
H -11.079 -13.833 14.591
H -11.304 -19.025 9.554
N -2.103 -17.290 10.058
C -9.754 -13.974 12.806
N -7.745 -10.883 11.535
H -15.490 -16.949 7.771
C -4.557 -17.467 10.849
H -14.365 -16.010 9.793
N -6.869 -13.198 9.698
H -6.049 -15.103 13.514
H -6.815 -14.463 5.675
C -11.790 -19.073 14.375
C -11.503 -18.429 13.149
H -9.274 -17.902 6.819
C -5.092 -18.676 11.343
```

E ... -2600.04862 hartree
Spin multiplicity ... 5
Energy relative to the best compared isomer or geometry (same formula, charge and spin) ... 0.0 kcal/mol
Charge ... +3
HOMO-LUMO gap (alpha / beta) ... 0.298 / 0.134 hartree
HOMO energy (alpha / beta) ... -16.08 / -16.18 eV

These are the Mulliken partial charges, in e, on atoms 1 to 8: atom 1 (C): -0.3530, atom 2 (H): 0.5012, atom 3 (C): -0.4742, atom 4 (C): 0.1478, atom 5 (C): 0.4631, atom 6 (N): 0.5977, atom 7 (C): -0.7537, atom 8 (O): -0.3850

---

Formula: C9H21N4
Source: OMol25
Level of theory: the ωB97M-V functional and the def2-TZVPD basis

```
34
C9H21N4 the ωB97M-V functional and the def2-TZVPD basis
H 2.970 1.015 -0.487
N 0.649 -2.074 -1.391
H -0.044 -2.335 -0.705
H -2.680 1.195 -1.858
N -2.519 -1.574 0.977
C 0.017 -0.010 -0.224
H 2.265 -1.774 0.642
H -4.035 1.292 -0.122
C -2.205 1.369 -0.933
C 2.444 -1.007 -0.055
H -2.854 -0.550 0.892
H 1.128 1.875 -0.602
H -3.073 -2.364 0.566
H -0.553 0.688 -2.088
H -1.580 -0.563 -1.610
H 3.894 0.292 0.890
H 0.551 -0.934 1.595
C -0.459 -0.676 1.159
H -1.753 2.365 -0.957
C -1.107 0.284 -1.278
N -1.286 -1.813 1.167
H 3.391 -1.389 -0.669
C 1.203 -0.803 -0.910
H -0.031 1.810 0.798
C 2.911 0.343 0.420
H 1.385 -2.798 -1.478
C 0.732 1.248 0.329
H 1.416 -0.054 -1.690
H 1.887 0.693 2.253
H -1.126 0.109 1.528
N -3.085 1.077 0.221
C 2.038 1.164 1.263
H -2.838 1.664 1.052
H 2.346 2.235 1.305
```

E ... -574.18263 hartree
Energy relative to the best compared isomer or geometry (same formula, charge and spin) ... 72.6 kcal/mol
SMILES ... NCC[C@]1(CN=[NH2+])CCCC[C@H]1N
Charge ... +1
HOMO-LUMO gap ... 0.255 hartree
HOMO energy ... -12.44 eV

These are the Mulliken partial charges, in e, on atoms 1 to 8: atom 1 (H): 0.2934, atom 2 (N): -0.6857, atom 3 (H): 0.3167, atom 4 (H): 0.5506, atom 5 (N): -0.0255, atom 6 (C): 1.1112, atom 7 (H): 0.5022, atom 8 (H): 0.2622